# 1
22
Properties=species:S:1:pos:R:3:forces:R:3 method="wB97M-V/def2-TZVPD" homo_ev=-13.4 e_lumo_ev=-2.85 de_lowest_kj_mol=177.2 spin_multiplicity=1 total_charge=+1
C -1.627 -1.467 -0.593 -1.016 0.970 0.095
C -1.255 0.039 -1.118 -3.001 -1.341 0.188
C 0.221 0.162 -1.420 -0.626 2.083 -0.081
C 2.460 0.328 -0.424 1.203 -2.925 3.071
N 0.983 0.148 -0.109 1.415 -1.310 -2.171
N -1.040 -1.521 0.760 -0.308 -1.927 1.480
H -1.196 -2.312 -1.148 0.089 0.640 -0.364
H -2.777 -1.651 -0.620 1.879 0.557 0.072
H -1.869 0.237 -2.012 0.592 -0.339 -0.166
H -1.823 0.773 -0.421 1.806 -0.956 -0.553
H 0.514 1.138 -1.964 -0.622 -1.489 0.923
H 0.496 -0.680 -2.080 0.348 0.310 0.655
H 2.925 -0.772 -0.346 -0.875 2.521 -0.534
H 2.822 0.821 0.507 0.365 0.008 -1.127
H 2.765 0.790 -1.352 -0.563 0.295 -0.037
H 0.666 0.875 0.577 -0.276 -0.821 -0.369
H 0.873 -0.862 0.228 -0.591 2.027 0.474
H -1.639 -0.939 1.364 0.574 -0.557 -0.065
H -0.975 -2.512 1.215 -0.563 2.374 -1.307
H -0.693 1.853 2.705 0.023 0.022 0.726
H 0.908 2.172 2.719 -2.015 -0.211 -0.472
O 0.076 2.040 2.174 2.160 0.068 -0.440

# 2
22
Properties=species:S:1:pos:R:3:forces:R:3 method="wB97M-V/def2-TZVPD" homo_ev="-17.9 / -17.9" s_squared=0.755 e_lumo_ev="-8.07 / -11.95" de_lowest_kj_mol=0.0 spin_multiplicity=2 total_charge=+2
N -1.206 -0.169 -1.704 1.583 -0.188 -1.507
C -0.397 0.946 -1.099 -0.960 0.652 1.066
C 1.153 0.925 -1.244 -1.747 -0.795 -0.546
S 1.781 -0.780 -1.231 1.247 -0.718 1.018
S 2.005 -1.348 0.766 0.915 1.033 -1.119
C 3.831 -1.310 0.904 0.133 -1.074 0.780
H -2.068 -0.409 -1.127 0.417 0.025 0.439
H -1.450 0.037 -2.679 -0.364 0.337 0.216
H -0.549 -0.945 -1.846 -0.670 -0.571 0.586
H -0.938 1.823 -1.472 0.902 0.348 0.175
H -0.592 0.902 -0.017 -0.150 -0.062 -0.324
H 1.630 1.485 -0.445 -0.026 0.236 -0.230
H 1.506 1.201 -2.242 0.047 0.366 0.158
H 4.183 -0.280 1.042 -0.410 0.052 -0.303
H 4.063 -1.852 1.836 -0.261 0.140 -0.207
H 4.385 -1.825 0.107 -0.503 0.273 -0.142
H -3.022 -0.029 1.028 0.545 0.021 0.162
H -3.531 -1.262 0.354 0.204 -0.164 -0.249
O -2.786 -0.644 0.307 -0.790 -0.124 0.161
H -2.919 1.739 2.458 -0.266 -0.049 -0.016
H -2.333 0.969 3.577 0.157 -0.416 0.537
O -2.744 0.826 2.726 -0.003 0.678 -0.656

# 3
21
Properties=species:S:1:pos:R:3:forces:R:3 method="wB97M-V/def2-TZVPD" homo_ev="-7.7 / -8.0" s_squared=0.768 e_lumo_ev="-0.65 / -0.75" de_lowest_kj_mol=544.2 spin_multiplicity=2
C -1.960 2.165 -0.089 -0.048 0.135 -0.299
O -0.930 2.170 0.835 0.114 -0.541 0.262
C -2.422 0.748 -0.421 -0.450 -0.018 0.049
O -1.220 0.015 -0.707 -0.416 -0.290 -0.523
C -1.230 -1.350 -0.639 -0.106 -0.203 -0.232
C 0.159 -1.894 -0.627 -0.152 -0.367 -0.060
O 0.963 -1.122 0.226 -0.060 -0.739 -0.442
Zn 0.294 0.719 0.551 -0.963 0.617 0.330
H -1.636 2.644 -1.039 -0.172 -0.105 0.172
H -2.853 2.722 0.258 0.280 -0.109 0.008
H -3.090 0.712 -1.294 0.186 0.018 0.138
H -2.922 0.271 0.434 0.183 0.136 -0.120
H -2.090 -1.870 -1.068 0.203 0.155 0.151
H 0.581 -1.883 -1.658 -0.107 0.018 0.230
H 0.132 -2.951 -0.304 -0.049 0.228 -0.144
O 2.059 1.188 0.191 2.397 1.604 0.544
H 2.621 1.563 0.871 -0.144 0.597 0.263
C 2.869 -0.456 -0.241 1.891 -2.115 -0.724
H 2.966 -0.085 -1.280 -3.102 0.206 0.185
H 3.096 -0.940 0.727 -2.392 1.410 0.702
H 3.774 -1.006 -0.535 2.906 -0.638 -0.494

# 4
93
Properties=species:S:1:pos:R:3:forces:R:3 method="wB97M-V/def2-TZVPD" homo_ev=-7.2 e_lumo_ev=-1.02 de_lowest_kj_mol=24.8 spin_multiplicity=1
Ti -0.347 0.011 0.177 -0.064 -0.469 0.193
C 0.954 -1.368 3.941 0.008 0.020 0.075
C 1.153 -0.593 2.680 0.052 0.026 0.021
O 0.130 -0.026 2.243 -0.074 0.076 -0.339
C 2.437 -0.457 2.024 0.056 0.009 -0.047
C 3.632 -0.879 2.637 -0.046 -0.030 0.052
C 4.857 -0.587 2.089 0.040 0.031 -0.039
C 4.921 0.160 0.907 -0.031 -0.045 0.057
C 3.772 0.581 0.281 -0.053 0.052 -0.069
C 2.519 0.253 0.806 0.149 0.078 -0.004
O 1.440 0.598 0.120 -0.546 -0.037 0.002
H 0.107 -2.031 3.755 -0.029 -0.030 -0.016
H 0.654 -0.683 4.736 0.025 0.003 0.000
H 1.810 -1.952 4.258 -0.003 0.003 0.013
H 3.592 -1.427 3.567 -0.003 -0.001 -0.006
H 5.764 -0.921 2.573 -0.003 -0.002 -0.001
H 5.882 0.394 0.467 0.000 -0.001 0.000
H 3.803 1.128 -0.652 0.004 0.012 0.011
C -2.267 1.816 3.227 0.034 0.025 0.011
C -1.967 2.395 1.894 -0.105 -0.025 -0.080
N -1.633 1.726 0.800 0.341 -0.104 0.065
C -1.528 2.644 -0.218 0.085 0.050 -0.012
C -1.784 3.892 0.261 -0.053 -0.082 -0.039
N -2.069 3.704 1.590 -0.014 0.013 0.020
C -1.802 5.262 -0.312 -0.181 -0.114 0.137
O -1.535 5.375 -1.593 0.110 -0.150 -0.265
O -2.075 6.192 0.406 0.048 0.053 0.010
C -1.090 2.141 -1.543 -0.020 0.208 -0.077
O -0.975 2.882 -2.508 -0.108 -0.067 0.148
O -0.844 0.866 -1.522 0.358 -0.103 0.416
H -1.828 0.824 3.295 -0.011 0.005 -0.004
H -3.346 1.717 3.352 -0.002 0.001 -0.003
H -1.880 2.453 4.023 0.004 0.008 -0.003
H -2.324 4.464 2.205 -0.004 0.007 0.002
H -1.333 4.495 -2.023 -0.018 0.111 0.103
C 0.491 -4.891 2.592 0.010 -0.100 0.036
Si -0.992 -5.528 1.633 -0.074 0.056 0.038
C -1.644 -7.018 2.581 -0.014 -0.023 0.027
C -0.505 -6.128 -0.075 0.023 0.029 0.000
Si -2.780 -3.992 1.569 0.080 0.075 -0.079
Te -2.517 -1.498 1.209 0.139 0.263 -0.136
Si -3.775 -3.982 3.700 -0.049 -0.078 0.014
C -2.461 -3.783 5.031 0.006 0.008 0.015
C -4.679 -5.606 4.012 -0.025 -0.008 0.007
C -5.033 -2.598 3.883 0.003 0.019 0.014
Si -4.409 -4.664 0.020 0.053 -0.034 -0.062
C -3.820 -4.429 -1.743 -0.047 0.023 0.038
C -4.819 -6.485 0.268 -0.017 -0.038 -0.025
C -5.952 -3.639 0.325 -0.016 0.006 0.012
H 1.245 -5.679 2.682 -0.016 0.009 -0.007
H 0.198 -4.593 3.603 -0.002 0.003 -0.027
H 0.948 -4.039 2.097 0.071 0.162 -0.075
H -0.897 -7.817 2.567 0.003 0.004 -0.018
H -2.566 -7.414 2.147 0.022 0.003 0.009
H -1.841 -6.768 3.626 0.010 -0.019 -0.013
H 0.280 -6.886 0.000 0.004 0.013 0.006
H -0.142 -5.316 -0.703 0.007 0.022 -0.032
H -1.363 -6.587 -0.574 0.003 0.019 0.001
H -1.780 -4.637 5.052 0.012 0.034 -0.005
H -2.936 -3.710 6.014 0.012 -0.002 0.004
H -1.877 -2.874 4.874 0.024 0.006 -0.006
H -4.052 -6.473 3.800 -0.064 0.012 0.020
H -5.575 -5.674 3.391 0.018 -0.007 -0.007
H -4.999 -5.669 5.056 0.006 0.022 0.000
H -4.672 -1.664 3.450 -0.017 0.000 0.018
H -5.248 -2.424 4.941 -0.005 -0.020 0.006
H -5.972 -2.862 3.392 0.020 0.038 -0.029
H -3.145 -5.236 -2.038 0.059 0.049 0.009
H -3.313 -3.470 -1.865 0.010 -0.026 -0.008
H -4.674 -4.444 -2.426 -0.002 -0.032 0.009
H -3.946 -7.111 0.065 -0.015 0.000 0.023
H -5.603 -6.784 -0.433 -0.005 -0.002 0.014
H -5.170 -6.703 1.278 0.022 -0.003 -0.016
H -5.706 -2.576 0.383 -0.016 -0.001 0.004
H -6.437 -3.930 1.260 0.008 0.028 -0.003
H -6.674 -3.777 -0.484 0.001 -0.011 -0.003
Se 0.412 -2.259 -0.412 -0.382 -0.030 0.015
C 2.095 -1.944 -1.267 0.100 -0.001 -0.066
C 2.228 -1.049 -2.322 0.187 -0.003 0.014
C 3.487 -0.862 -2.877 -0.072 -0.054 0.020
N 4.582 -1.502 -2.469 0.007 -0.009 -0.027
C 4.434 -2.379 -1.480 0.006 0.020 -0.003
C 3.225 -2.636 -0.850 -0.017 -0.004 -0.023
H 1.381 -0.485 -2.685 -0.059 0.034 -0.029
H 3.619 -0.160 -3.693 0.003 0.011 0.003
H 5.334 -2.896 -1.162 -0.005 -0.015 0.005
H 3.171 -3.353 -0.041 0.006 0.007 0.013
C -3.180 -0.552 -3.341 -0.012 0.035 0.040
O -2.422 -1.438 -2.535 -0.105 -0.004 -0.034
H -3.647 -1.066 -4.186 -0.007 0.018 0.007
H -2.574 0.279 -3.714 0.002 -0.002 0.002
H -3.967 -0.148 -2.705 -0.005 0.006 -0.014
H -1.735 -1.833 -3.075 0.168 -0.036 -0.027

# 5
27
Properties=species:S:1:pos:R:3:forces:R:3 method="wB97M-V/def2-TZVPD" homo_ev=-12.8 e_lumo_ev=-3.18 de_lowest_kj_mol=207.9 spin_multiplicity=1 total_charge=+1
C 1.511 1.874 1.357 -0.585 -0.621 1.811
C 2.072 0.467 1.716 -0.561 1.644 -3.008
C 0.641 0.641 1.066 1.760 1.128 1.643
C -0.610 2.517 -1.110 1.077 1.054 -1.600
C -2.040 0.571 -0.708 -0.555 -0.130 -1.162
C -0.155 -3.412 0.121 -1.119 -0.588 1.532
C -0.617 0.981 -1.120 -2.675 2.913 1.523
N -0.494 -4.704 -0.015 2.456 -0.684 -2.914
N 0.436 0.399 -0.332 2.946 -3.251 -0.548
S 0.976 -2.572 -0.668 1.169 -0.247 -0.984
H 1.211 2.525 2.218 0.329 -0.682 -0.986
H 1.945 2.432 0.519 -0.268 -0.467 0.260
H 2.975 0.142 1.140 -1.186 0.078 0.385
H 2.098 0.238 2.741 -0.168 -0.433 1.038
H 0.281 2.974 -1.560 0.591 -0.475 0.475
H -1.296 2.957 -1.852 -0.536 -0.727 0.550
H -0.756 3.023 -0.163 -0.251 -0.376 0.300
H -2.883 1.220 -1.025 1.110 0.554 0.297
H -2.194 0.370 0.323 0.116 -0.181 0.992
H -2.331 -0.268 -1.289 -0.010 -1.511 -0.126
H -0.198 0.326 1.684 0.179 0.453 -0.120
H -0.375 0.603 -2.049 -0.012 -0.450 -2.363
H -1.437 -4.956 0.149 -0.776 -0.422 0.658
H 0.004 -5.301 -0.804 -1.409 1.854 2.168
H 1.333 0.596 -0.805 -0.338 0.648 0.206
H -0.660 -2.917 0.975 -0.196 -0.347 -0.712
H 0.562 -0.726 -0.508 -1.087 1.265 0.684

# 6
49
Properties=species:S:1:pos:R:3:forces:R:3 method="wB97M-V/def2-TZVPD" homo_ev="-5.3 / -5.3" s_squared=0.754 e_lumo_ev="2.47 / 0.66" de_lowest_kj_mol=20.5 spin_multiplicity=2 total_charge=-1
Be -0.238 0.006 -0.180 -0.226 -0.121 -0.117
C 3.691 -1.919 -1.475 -0.044 -0.088 0.043
O 2.605 -2.796 -1.812 0.031 -0.026 -0.123
C 1.703 -2.215 -2.678 -0.023 -0.042 -0.015
C 1.630 -2.634 -3.988 0.032 0.051 0.008
C 0.776 -1.989 -4.880 -0.001 0.027 0.003
C 0.049 -0.899 -4.443 0.007 -0.037 -0.014
C 0.082 -0.487 -3.109 -0.090 0.100 -0.003
C -0.521 0.786 -2.720 0.074 -0.087 -0.131
N -0.552 1.081 -1.486 -0.046 0.120 0.078
N -0.805 2.355 -1.018 -0.048 -0.161 -0.074
C -0.401 2.331 0.235 -0.011 0.068 0.120
O 0.083 1.288 0.813 0.139 0.073 0.004
C -0.481 3.592 1.015 -0.005 -0.004 -0.014
C -1.326 4.625 0.621 0.044 0.029 -0.018
C -1.383 5.795 1.360 -0.005 -0.002 0.010
C -0.591 5.944 2.492 0.009 -0.006 -0.006
C 0.252 4.914 2.887 -0.011 -0.012 -0.007
C 0.301 3.737 2.154 -0.038 0.015 0.042
C 0.859 -1.209 -2.171 0.010 -0.054 0.354
O 0.874 -1.000 -0.862 0.074 0.225 -0.167
H 4.579 -2.539 -1.362 -0.023 -0.002 0.038
H 3.487 -1.393 -0.545 -0.055 0.018 0.023
H 3.846 -1.194 -2.276 0.034 -0.026 -0.025
H 2.262 -3.456 -4.302 0.006 -0.014 0.005
H 0.718 -2.313 -5.910 -0.009 -0.007 -0.020
H -0.562 -0.337 -5.140 0.001 0.013 -0.016
H -0.813 1.511 -3.480 0.024 0.004 0.014
H -1.929 4.494 -0.267 -0.010 -0.001 -0.006
H -2.049 6.593 1.058 0.000 0.008 -0.008
H -0.633 6.860 3.067 -0.007 0.009 0.009
H 0.866 5.025 3.771 0.008 0.004 0.008
H 0.939 2.916 2.453 0.007 -0.012 0.000
Cl -0.527 -3.888 1.964 -0.047 0.063 0.025
Ge 0.868 -3.423 0.338 0.051 -0.121 0.084
Cl 2.780 -3.503 1.421 0.025 0.079 -0.055
Cl 0.799 -5.286 -0.820 -0.015 0.021 -0.111
N -6.039 -3.777 1.835 -0.072 -0.033 0.012
C -5.123 -3.161 1.511 0.155 0.085 -0.032
C -3.978 -2.385 1.110 -0.108 -0.090 0.000
C -3.377 -1.508 2.009 0.025 0.009 0.021
C -2.275 -0.771 1.608 -0.018 0.151 -0.017
C -1.717 -0.861 0.326 0.084 -0.240 0.044
C -2.364 -1.754 -0.549 0.026 0.024 0.055
C -3.468 -2.506 -0.181 -0.028 0.032 -0.030
H -3.770 -1.424 3.015 -0.015 0.016 0.002
H -1.830 -0.089 2.327 0.040 -0.020 0.016
H -1.994 -1.873 -1.564 0.040 -0.015 -0.014
H -3.942 -3.184 -0.881 0.012 -0.019 0.001